The following is a DFT calculation (ωB97M-V/def2-TZVPD) of a single C4H7NO2 molecule in a non-equilibrium geometry.

gap between HOMO and LUMO = 10.253 eV
LUMO level = 0.7 eV
charge = 0
highest occupied orbital energy = -9.516 eV
relative energy (zero: lowest compared OMol25 entry of this formula, charge and spin) = 4.066 eV

Geometry (Å):
C -0.551 -1.348 0.183
N 0.520 -0.504 -0.343
C -1.230 1.005 0.102
H -0.387 -1.541 1.345
H -1.480 1.564 1.196
O 1.106 1.727 0.002
H 2.557 -1.256 -0.469
H -1.652 1.693 -0.583
H -2.686 -0.687 0.345
C -1.823 -0.460 -0.101
C 0.131 0.865 -0.060
H -1.929 -0.763 -1.198
O 1.824 -0.915 0.167
H -0.667 -2.346 -0.341

Forces on atoms 1 to 2 (eV/Å):
-0.7505 -1.1701 2.2323
0.2542 -0.1435 0.3078

The following is a DFT calculation (ωB97M-V/def2-TZVPD) of a single C4H7NO2 molecule in a non-equilibrium geometry.

gap between HOMO and LUMO = 10.622 eV
LUMO level = 0.7 eV
charge = 0
highest occupied orbital energy = -9.964 eV
relative energy (zero: lowest compared OMol25 entry of this formula, charge and spin) = 1.460 eV

Geometry (Å):
H 0.779 1.474 -2.174
H -0.316 -0.744 -1.141
O 2.156 0.012 0.072
H 0.515 -0.642 1.384
N 1.454 1.516 -1.428
H -0.995 0.845 -0.519
H -0.868 0.512 1.640
C -0.202 0.084 -0.462
C -1.634 -1.422 1.201
H 2.417 1.751 -1.604
C -0.522 -0.348 1.056
C 1.200 0.572 -0.432
O -1.884 -2.013 2.204
H -2.099 -1.598 0.204

Forces on atoms 1 to 2 (eV/Å):
0.2637 0.5919 -0.1624
-0.0228 -0.2045 -0.3110

The following is a DFT calculation (ωB97M-V/def2-TZVPD) of a single C4H7NO2 molecule.

gap between HOMO and LUMO = 10.942 eV
LUMO level = 0.8 eV
charge = 0
highest occupied orbital energy = -10.148 eV
relative energy (zero: lowest compared OMol25 entry of this formula, charge and spin) = 0.662 eV

Geometry (Å):
O -1.832 -1.104 -0.622
H 1.323 0.270 1.898
O 1.397 0.301 -1.470
C -0.676 1.459 -1.130
H -0.192 2.440 -1.078
C 1.164 -0.639 1.306
H -1.058 -1.915 1.088
H -1.073 1.343 -2.141
H -1.492 1.408 -0.412
H 0.818 -1.423 1.986
N 0.131 -0.420 0.304
C -0.998 -1.191 0.254
C 0.376 0.417 -0.842
H 2.113 -0.946 0.859

Forces on atoms 1 to 2 (eV/Å):
0.1272 -0.2044 0.3004
-0.0007 -0.1312 -0.1444

The following is a DFT calculation (ωB97M-V/def2-TZVPD) of a single C4H7NO2 molecule in a non-equilibrium geometry.

gap between HOMO and LUMO = 11.154 eV
LUMO level = 0.8 eV
charge = 0
highest occupied orbital energy = -10.332 eV
relative energy (zero: lowest compared OMol25 entry of this formula, charge and spin) = 1.226 eV

Geometry (Å):
C -0.377 -0.289 -0.803
H -1.505 -2.084 0.012
H -0.781 -0.103 -1.817
C -1.385 -0.995 0.133
H 0.366 2.076 -0.789
O 2.697 -1.003 0.665
C 0.000 1.244 -0.130
C 1.716 -0.426 0.284
H 1.752 1.546 0.958
N 1.028 0.839 0.821
O 0.868 -0.960 -0.795
H -0.981 1.523 0.267
H -2.379 -0.540 0.045
H -1.017 -0.829 1.149

Forces on atoms 1 to 2 (eV/Å):
0.2153 2.3224 0.7955
0.3454 0.4943 -0.3982

The following is a DFT calculation (ωB97M-V/def2-TZVPD) of a single C4H7NO2 molecule in a non-equilibrium geometry.

gap between HOMO and LUMO = 10.914 eV
LUMO level = 0.8 eV
charge = 0
highest occupied orbital energy = -10.151 eV
relative energy (zero: lowest compared OMol25 entry of this formula, charge and spin) = 0.328 eV

Geometry (Å):
N -0.411 0.617 1.339
H -0.694 0.786 2.291
H -0.344 -1.497 1.461
C 1.061 0.064 -1.350
H 1.244 -0.751 1.141
C 0.170 -0.651 0.979
H 0.751 -0.054 -2.390
H 1.055 1.125 -1.097
O -1.226 0.204 -0.705
O -2.209 1.840 0.595
H -0.060 -1.696 -0.844
C -1.381 0.982 0.418
C -0.001 -0.639 -0.524
H 2.082 -0.328 -1.255

Forces on atoms 1 to 2 (eV/Å):
-0.0460 0.0279 0.1736
0.1699 0.1119 0.0095

The following is a DFT calculation (ωB97M-V/def2-TZVPD) of a single C4H7NO2 molecule in a non-equilibrium geometry.

gap between HOMO and LUMO = 9.208 eV
LUMO level = 0.7 eV
charge = 0
highest occupied orbital energy = -8.549 eV
relative energy (zero: lowest compared OMol25 entry of this formula, charge and spin) = 4.156 eV

Geometry (Å):
H 1.771 0.539 1.011
H 0.136 -1.236 -2.404
H 1.457 -0.346 -1.681
H -0.478 1.329 0.163
O -0.226 0.772 -1.950
H -1.226 0.823 1.753
N -0.811 -0.744 0.437
C 0.856 0.492 1.650
C -0.016 -1.341 -0.453
H -1.180 0.643 -1.891
H -1.105 -1.366 1.184
O 0.954 0.336 2.847
C -0.510 0.594 0.968
C 0.377 -0.494 -1.633

Forces on atoms 1 to 2 (eV/Å):
-0.3752 -0.0864 0.0592
0.0953 0.2765 -0.4213

- LUMO level of number 3 (C4H7NO2)?
  0.8 eV